# 1
Molecular formula: C28H49N7
Method: DFT, wB97M-V/def2-TZVPD

As for the orbital gap: 11.2 eV. The energy above the lowest of the compared OMol25 structures with the same formula, charge and spin comes out at 0.695 eV. Its structure (SMILES) is CCCC#N.CCCC#N.CCCC#N.CCCC#N.CCCC#N.CCCC#N.CCCC#N. The largest force on an atom comes out at 4.5 eV/A.

CARTESIAN COORDINATES (ANGSTROEM)
C 0.64206 -3.56026 3.82484
C 0.21993 -2.24487 4.45838
C 1.26173 -1.13043 4.34250
C 2.51033 -1.46557 5.03556
N 3.40577 -1.77855 5.66668
H 1.55784 -3.88363 4.31975
H 0.83705 -3.50246 2.74668
H -0.18852 -4.27017 3.91270
H -0.01520 -2.39213 5.51381
H -0.68025 -1.86368 3.98895
H 0.88345 -0.17523 4.71574
H 1.50780 -0.92534 3.29931
C 5.06995 1.76627 -5.04712
C 3.65928 1.46453 -5.41562
C 3.29288 0.00527 -5.52450
C 3.40567 -0.64140 -4.24737
N 3.42944 -1.01951 -3.15969
H 5.71938 1.40358 -5.83190
H 5.37534 1.31396 -4.10791
H 5.17002 2.84060 -4.99536
H 3.36394 1.95655 -6.35063
H 2.98618 1.82182 -4.63015
H 3.82775 -0.59211 -6.25984
H 2.21790 -0.09899 -5.72436
C -3.89371 1.96802 -2.52934
C -3.75374 3.49519 -2.76935
C -2.29563 4.00512 -2.89409
C -1.57818 3.77109 -1.64333
N -1.04834 3.57190 -0.64751
H -3.44521 1.69707 -1.55824
H -3.36881 1.45208 -3.33530
H -4.91634 1.61281 -2.44074
H -4.25872 4.05227 -1.98401
H -4.28774 3.70956 -3.69412
H -2.40051 5.06892 -3.10039
H -1.80066 3.50809 -3.73421
C -0.59935 -3.77736 -1.27506
C 0.87324 -4.08487 -1.56924
C 1.69794 -4.32360 -0.35767
C 1.21106 -5.44593 0.39021
N 0.71388 -6.38009 0.90679
H -0.66556 -2.86634 -0.68438
H -1.04937 -4.61465 -0.74536
H -1.15217 -3.61744 -2.21294
H 1.36557 -3.26218 -2.07910
H 0.94182 -4.99808 -2.15612
H 1.80904 -3.47177 0.34266
H 2.73347 -4.54679 -0.68242
C -0.05455 -0.00732 0.48525
C 0.97943 -0.10733 -0.60976
C 0.51252 0.47109 -1.89051
C -0.68641 -0.16875 -2.35484
N -1.71643 -0.67645 -2.59843
H 0.31193 -0.43171 1.42357
H -0.94055 -0.55968 0.17128
H -0.37574 1.01385 0.70867
H 1.23865 -1.17286 -0.72212
H 1.91609 0.37834 -0.29875
H 1.31403 0.30012 -2.60555
H 0.32006 1.54994 -1.85582
C -3.77904 -0.67722 2.68497
C -5.19440 -1.17754 3.01796
C -5.55043 -1.03352 4.51509
C -5.82034 0.39149 4.74151
N -6.04783 1.50993 4.75186
H -3.54187 0.26704 3.21776
H -3.74731 -0.54308 1.61455
H -3.00470 -1.38129 2.94787
H -5.32054 -2.23108 2.73477
H -5.95200 -0.64005 2.44190
H -4.69992 -1.30579 5.15044
H -6.40909 -1.65091 4.81590
C 3.36528 2.64394 1.15697
C 2.19395 3.37785 0.61158
C 1.33775 3.91933 1.74957
C 0.94471 2.90449 2.72286
N 0.67412 2.08383 3.47644
H 4.09140 2.35230 0.38263
H 3.10928 1.75267 1.72945
H 3.86932 3.33474 1.82598
H 1.58402 2.73193 -0.00560
H 2.50756 4.24523 0.02154
H 0.40191 4.33684 1.41552
H 1.87748 4.64835 2.34831

Cartesian forces (eV/Å) of the 3 atoms listed first:
-0.279 0.105 -0.086
0.057 0.322 -0.192
0.255 0.220 -0.174


# 2
Molecular formula: C28H49N7
Method: DFT, wB97M-V/def2-TZVPD

As for the orbital gap: 11.5 eV. The energy above the lowest of the compared OMol25 structures with the same formula, charge and spin comes out at 0.482 eV. Its structure (SMILES) is CCCC#N.CCCC#N.CCCC#N.CCCC#N.CCCC#N.CCCC#N.CCCC#N. The largest force on an atom comes out at 1.8 eV/A.

CARTESIAN COORDINATES (ANGSTROEM)
C -10.63376 12.73489 0.66994
C -11.26362 14.09273 0.66501
C -11.56031 14.65142 -0.73121
C -12.50786 13.82256 -1.53234
N -13.24255 13.16965 -2.11771
H -10.47928 12.37900 1.68946
H -9.67772 12.70957 0.14739
H -11.31904 11.99471 0.25344
H -10.62079 14.80362 1.18588
H -12.21591 14.10880 1.19711
H -10.64990 14.72436 -1.32872
H -11.96390 15.66152 -0.66450
C -21.18890 11.55541 -6.55411
C -20.72040 12.84895 -7.25494
C -19.42998 12.64416 -8.02891
C -19.52333 11.80964 -9.22115
N -19.57505 11.17122 -10.18165
H -20.39271 11.07944 -5.97882
H -21.50173 10.81825 -7.29438
H -21.98566 11.75635 -5.83735
H -20.48310 13.52442 -6.43165
H -21.50723 13.24338 -7.89626
H -18.67904 12.21685 -7.36357
H -19.08004 13.60058 -8.42154
C -20.24096 16.49091 -5.21296
C -21.01126 17.56106 -5.96203
C -21.94509 16.97668 -7.04220
C -21.29480 16.30147 -8.18244
N -20.72983 15.76375 -9.02485
H -19.64340 15.85751 -5.87055
H -20.92052 15.86829 -4.63011
H -19.48758 16.95341 -4.57466
H -20.24710 18.24881 -6.32997
H -21.59965 18.20872 -5.31133
H -22.67014 17.71807 -7.37484
H -22.47923 16.17881 -6.52183
C -17.95431 15.27208 2.06174
C -18.04834 15.23818 0.51389
C -17.16180 16.24915 -0.20817
C -15.73707 16.01845 0.06656
N -14.60115 15.86357 0.26642
H -18.44461 14.37346 2.43765
H -18.43540 16.12376 2.54116
H -16.91303 15.22355 2.38245
H -19.07973 15.46799 0.24204
H -17.90397 14.25337 0.06845
H -17.44256 17.25742 0.09650
H -17.37664 16.12475 -1.27021
C -13.99931 11.56156 -5.17306
C -13.46908 12.74197 -5.97633
C -12.92840 12.49571 -7.39711
C -11.92290 11.44607 -7.53062
N -11.11042 10.63419 -7.66904
H -14.41109 11.77616 -4.18775
H -13.23225 10.80049 -5.02699
H -14.84341 11.07082 -5.66326
H -12.62242 13.10764 -5.38840
H -14.10965 13.62455 -5.96305
H -12.44655 13.39049 -7.79196
H -13.76267 12.22432 -8.04605
C -19.14105 11.12019 -1.54318
C -19.37885 11.30973 -3.03877
C -20.35021 12.44110 -3.40524
C -19.90723 13.76447 -2.86827
N -19.53023 14.77886 -2.47567
H -18.40018 10.34930 -1.33525
H -20.07446 10.85899 -1.04238
H -18.79936 12.04601 -1.07728
H -19.70175 10.36577 -3.48121
H -18.42391 11.43958 -3.54992
H -21.37545 12.29642 -3.06190
H -20.43678 12.49382 -4.49118
C -16.31823 16.12325 -4.14733
C -15.52235 15.08328 -3.32947
C -16.31380 13.82321 -2.98181
C -16.95979 13.14723 -4.11613
N -17.52166 12.58539 -4.94445
H -16.54565 15.78780 -5.15879
H -15.70506 17.02037 -4.23344
H -17.22551 16.34812 -3.58507
H -15.18157 15.50934 -2.38617
H -14.63418 14.81706 -3.90291
H -17.12326 13.97007 -2.26328
H -15.72253 13.02366 -2.53189

Cartesian forces (eV/Å) of the 3 atoms listed first:
-0.233 -0.826 0.319
-0.508 0.695 -0.060
-0.044 -0.219 -0.655


E? In order: -1479.5214 -1479.5292 Ha.